Record 1
The following is a DFT calculation (the ωB97M-V functional and the def2-TZVPD basis) of one molecule with the formula C7H5NO4 at a distorted geometry.

Structure (XYZ):
```
17
Properties=species:S:1:pos:R:3:forces:R:3:nbo_charge:R:1
O 3.023132 0.412727 0.543771 6.7 5.7 3.3 -0.526
O 2.518658 -1.536738 -0.287720 11.8 6.5 2.5 -0.619
O 0.170780 -2.896098 -0.394885 -3.4 5.6 3.3 -0.615
O -1.775412 -2.452222 0.615290 7.2 -9.1 6.1 -0.582
N -1.706251 0.104462 -0.039673 -0.2 1.6 -0.1 -0.429
C 2.262491 -0.314017 0.186048 -7.2 -4.8 -4.1 0.804
C 0.754276 0.249783 0.000809 0.0 -4.1 1.3 -0.151
C 0.721824 1.574924 0.062972 -5.6 1.7 -1.2 -0.157
C -1.825968 1.491374 -0.122400 7.3 -2.9 1.3 0.031
C -0.665706 -1.987221 0.158626 7.1 -5.1 -4.4 0.742
C -0.584047 2.221082 -0.007000 -2.0 0.9 -1.1 -0.200
C -0.501116 -0.463709 0.030181 -0.1 0.0 0.2 0.084
H -2.230013 -1.898618 0.245704 -10.6 10.0 -5.4 0.470
H 1.800541 -1.894324 -0.400753 -12.3 -7.1 -2.4 0.471
H -2.711876 1.975062 -0.181840 -2.8 1.0 -0.3 0.206
H -0.804725 3.356266 -0.169087 1.3 -2.0 0.6 0.231
H 1.553417 2.057272 -0.240048 2.8 2.1 0.2 0.240
```
Forces are in eV/Å.

**SMILES**: O=C(O)c1cccnc1C(=O)O
**Frontier orbital gap**: 0.3522 hartree
**Net charge**: 0
**DFT total energy**: -625.3222 Eh


Record 2
The following is a DFT calculation (the ωB97M-V functional and the def2-TZVPD basis) of C40H36BF6N9O7STl as an isolated structure.

Structure (XYZ):
```
101
Properties=species:S:1:pos:R:3:forces:R:3:lowdin_charge:R:1
Tl 1.254166 0.324788 -1.022433 0.5 -0.5 -0.5 0.925
S 3.816649 -0.275254 -0.992368 -0.5 0.3 0.3 0.778
F -3.247604 -0.088262 5.969612 0.0 0.0 0.0 0.047
F 7.116498 -3.523033 -3.005363 0.0 0.0 0.0 0.103
F 2.834498 -5.210584 -2.047857 0.0 0.0 0.0 0.114
F 2.065794 -2.811974 -1.145242 -0.1 -0.1 0.0 0.076
F 5.362490 -5.609341 -2.943108 0.0 0.0 0.0 0.106
F 6.345416 -1.087154 -2.174563 0.1 0.0 0.0 0.068
O -1.030796 -0.291075 1.555272 0.7 0.5 0.0 0.062
O -0.220649 2.191614 -7.551426 0.0 0.0 0.0 0.062
O 0.261104 0.059990 -7.151662 -0.1 0.2 -0.3 0.112
O 0.994857 -1.344455 -5.238876 0.1 0.0 0.2 0.049
O -0.476469 -1.088753 -1.303236 0.0 0.2 0.7 -0.110
O -2.239350 -2.193224 -2.030970 0.1 0.1 -0.1 0.028
O 1.671583 -1.000536 -3.127893 -0.3 0.1 -0.2 -0.065
N 0.700425 1.473798 -3.146448 0.1 -0.3 0.1 0.027
N -4.052888 -3.021572 1.380140 0.0 0.0 -0.2 0.016
N 1.674580 1.700113 1.973346 0.0 0.2 0.4 0.044
N 2.264798 3.272227 0.113549 0.1 0.4 0.1 0.032
N -0.170736 2.713786 0.602365 -0.1 0.2 0.2 0.043
N 1.873252 0.543430 1.312536 -0.5 -0.1 -0.2 0.019
N 2.401054 2.522960 -1.004278 0.1 0.0 -0.1 0.011
N -0.366552 2.029103 -0.549895 0.0 -0.3 -0.1 0.036
N 0.328730 2.712876 -3.451560 -0.1 0.1 -0.1 0.045
C 5.450788 -2.084429 -2.146760 -0.3 0.0 0.1 -0.244
C 3.422209 3.011305 -1.700457 0.0 0.1 0.2 -0.351
C -4.552230 -1.629450 4.756585 0.0 0.0 0.0 0.038
C -1.520163 3.861044 2.379826 0.1 0.0 0.0 -0.017
C 2.146437 -0.399770 2.204182 0.0 0.1 0.2 -0.339
C -2.284989 1.396638 -2.016416 0.1 0.0 0.1 -0.016
C -1.354128 3.100212 1.107769 -0.2 0.0 -0.2 -0.269
C 4.166471 -1.842323 -1.650039 0.1 -0.4 -0.2 -0.496
C 0.078732 1.302212 -6.779566 0.0 0.0 -0.2 -0.526
C 1.729955 2.578390 4.330088 0.0 0.1 -0.2 -0.019
C -5.969193 -3.278118 3.495488 0.1 -0.1 0.0 -0.134
C -1.917682 -1.117179 1.454666 -0.1 -0.2 0.0 -0.319
C -5.592761 -4.474483 2.633922 0.0 0.2 0.0 -0.154
C -4.777397 -2.369676 3.615858 -0.1 -0.1 0.0 -0.147
C 0.254127 1.596981 -5.334073 0.0 0.0 0.2 -0.040
C -2.589140 -0.643525 3.777368 0.0 0.1 0.1 0.068
C 3.351095 5.238293 1.234749 -0.1 -0.1 0.0 -0.027
C 0.666615 0.774822 -4.259461 -0.1 0.1 -0.2 -0.118
C 3.683930 -4.177914 -2.099068 -0.1 -0.1 0.0 -0.137
C -3.884032 -2.271524 2.532495 0.2 0.3 0.3 -0.084
C 0.052305 2.836083 -4.760640 0.0 -0.1 -0.1 0.006
C 2.380427 -1.819619 1.822730 0.0 0.1 0.0 -0.030
C 5.861054 -3.330185 -2.577910 -0.1 0.0 0.0 -0.150
C -1.678847 1.999053 -0.791189 -0.1 0.1 0.3 -0.317
C 2.148414 0.171154 3.483762 0.0 0.0 -0.1 0.019
C -3.265272 -2.753153 0.305827 -0.1 -0.1 0.0 0.021
C -2.344005 2.671228 0.241046 0.1 0.0 -0.1 0.018
C 4.972403 -4.388790 -2.555158 0.0 0.1 0.0 -0.146
C 3.965502 4.106566 -1.009863 0.0 0.0 0.0 0.016
C 3.291375 -2.931053 -1.647910 0.3 0.1 0.0 -0.240
C -4.659147 -5.240197 0.452849 0.0 0.1 -0.1 -0.044
C 1.837794 1.505918 3.295235 0.1 -0.2 0.1 -0.266
C -5.125538 -4.023978 1.254294 -0.1 -0.3 0.0 -0.310
C 3.863279 2.445386 -3.009783 -0.1 0.0 0.0 -0.049
C -2.239956 -1.868176 0.268577 0.4 0.3 -0.3 -0.004
C -2.812289 -1.373805 2.608071 -0.2 -0.1 0.1 -0.037
C 1.130326 -0.660336 -4.202024 0.3 -0.1 0.2 -0.537
C 3.210647 4.234157 0.138746 0.1 0.1 -0.2 -0.273
C -3.449684 -0.787409 4.828412 0.0 0.0 -0.1 -0.264
C -1.593056 -1.691849 -1.112598 -0.1 -0.2 -0.3 -0.576
B 1.229069 2.965892 1.210191 0.1 -0.3 -0.2 -0.506
H 3.375673 1.492756 -3.195580 0.1 0.0 -0.1 0.037
H -1.656778 0.610448 -2.423657 0.0 0.0 -0.1 0.055
H 0.536224 -0.544430 -6.364592 0.0 -0.2 0.1 0.039
H -0.891243 4.751533 2.389011 0.0 0.0 0.1 0.077
H 2.332045 -0.327450 4.421115 0.0 0.0 0.0 0.106
H -0.248568 3.762866 -5.218049 0.0 0.0 0.0 0.134
H 0.934019 3.282123 4.092542 0.0 0.0 0.1 0.054
H 2.445063 5.837756 1.331481 0.0 0.0 0.1 0.079
H -2.560646 4.160211 2.490004 0.0 0.0 0.0 0.079
H -3.259220 0.969904 -1.780494 0.0 0.0 0.0 0.090
H -3.497027 -3.272954 -0.612356 0.0 0.0 0.0 0.128
H 1.525851 2.128609 5.300347 0.0 0.0 0.0 0.079
H 0.272317 3.401697 -2.718554 0.0 -0.1 0.1 0.158
H -2.432507 2.162163 -2.782393 0.0 0.0 0.0 0.081
H -3.665037 -5.548999 0.777828 0.0 0.0 0.0 0.098
H 1.695563 -2.107751 1.027394 0.0 -0.1 0.0 0.063
H -6.801354 -2.739092 3.030739 0.0 0.0 0.0 0.126
H -3.406710 2.814406 0.346729 0.0 0.0 0.0 0.109
H 3.401095 -1.955042 1.461302 0.0 0.0 0.0 0.070
H -4.621322 -5.046603 -0.617025 0.0 0.0 0.0 0.078
H 2.221493 -2.465529 2.685908 0.0 0.0 0.0 0.082
H 2.662374 3.143122 4.400599 0.0 0.0 0.0 0.081
H -1.247874 3.246581 3.240273 0.0 0.0 0.0 0.078
H -5.970684 -3.552009 0.737902 0.0 0.0 0.0 0.154
H 4.940898 2.285012 -2.996284 0.0 -0.1 0.0 0.083
H -5.233157 -1.695056 5.595887 0.0 0.0 0.0 0.125
H 3.535305 4.749233 2.192223 0.0 0.0 0.0 0.076
H -1.731750 0.016634 3.819339 0.0 0.0 0.0 0.130
H 1.164522 3.896209 1.953629 0.0 0.0 0.1 0.110
H -5.352403 -6.064646 0.618330 0.0 0.0 0.0 0.079
H 4.803284 4.715362 -1.306676 0.0 0.0 0.0 0.106
H -6.444965 -5.143276 2.509828 0.0 0.0 0.0 0.118
H -6.295462 -3.597128 4.486237 0.0 0.0 0.0 0.116
H 4.187723 5.898284 1.014199 0.0 0.0 0.0 0.077
H 3.628056 3.131475 -3.827432 0.0 0.0 0.0 0.082
H -4.789106 -5.034271 3.120803 0.0 0.0 0.0 0.133
```
Forces are in eV/Å.

**Frontier orbital gap**: 0.2679 hartree
**Net charge**: -1
**DFT total energy**: -3760.3611 Eh


Record 3
The following is a DFT calculation (the ωB97M-V functional and the def2-TZVPD basis) of one molecule with the formula FHO2S at a distorted geometry.

Structure (XYZ):
```
5
Properties=species:S:1:pos:R:3:forces:R:3:nbo_charge:R:1
S 0.209365 -0.985931 0.290287 -0.8 -0.3 0.6 0.291
F 2.460122 0.812009 0.203475 -0.8 4.1 0.1 -0.120
O 1.619996 -1.033815 -0.579760 -1.4 0.3 -1.2 -0.371
O 2.670869 -0.478576 0.093093 2.1 -3.7 0.8 0.097
H -0.398561 0.208207 -0.017513 0.8 -0.4 -0.3 0.102
```
Forces are in eV/Å.

**SMILES**: FOOS
**Frontier orbital gap**: 0.3930 hartree
**Net charge**: 0
**DFT total energy**: -648.8794 Eh


The lowest net charge belongs to which entry?
C40H36BF6N9O7STl